Run A
{"formula": "C4H10O3", "method": "the ωB97M-V functional and the def2-TZVPD basis", "gap_ev": 11.56, "smiles": "CCCC(=O)O.O", "spin_multiplicity": 1, "species": ["O", "C", "O", "C", "C", "C", "H", "H", "H", "H", "H", "H", "H", "H", "H", "H", "O"], "positions_angstrom": [[1.30, 0.46, -0.17], [0.23, 0.31, -0.68], [-0.59, 1.33, -0.99], [-0.43, -1.06, -0.80], [-0.38, -1.67, 0.64], [-1.23, -2.93, 0.69], [-0.10, 2.15, -1.03], [0.25, -1.60, -1.46], [-1.44, -1.25, -1.14], [0.63, -1.84, 1.00], [-0.83, -0.90, 1.27], [-2.22, -2.74, 0.27], [-1.36, -3.37, 1.68], [-0.82, -3.74, 0.07], [1.52, 2.45, 0.46], [1.65, 3.58, 1.43], [0.96, 3.08, 0.95]], "nbo_charge": [-0.62, 0.82, -0.68, -0.52, -0.38, -0.61, 0.50, 0.23, 0.23, 0.22, 0.20, 0.20, 0.22, 0.20, 0.48, 0.47, -0.96]}



Run B
{"formula": "C4H10O3", "method": "the ωB97M-V functional and the def2-TZVPD basis", "gap_ev": 8.26, "smiles": "C=C/C=C/O.O.O", "spin_multiplicity": 1, "species": ["C", "C", "C", "C", "O", "H", "H", "H", "H", "H", "H", "H", "H", "O", "H", "H", "O"], "positions_angstrom": [[0.00, -1.99, -1.05], [-1.32, -1.57, -1.10], [-1.69, -0.13, -1.06], [-1.14, 0.59, -0.09], [-0.78, 1.92, -0.17], [0.24, -3.01, -1.22], [0.89, -1.24, -1.07], [-2.08, -2.34, -1.24], [-2.39, 0.05, -1.78], [-0.95, 0.03, 0.88], [-0.66, 2.43, 0.67], [2.44, 2.59, 1.66], [1.13, 1.95, 2.29], [1.45, 2.39, 1.56], [2.39, -0.76, 0.87], [1.39, -1.80, 1.35], [2.14, -1.72, 0.78]], "nbo_charge": [-0.39, -0.21, -0.36, 0.17, -0.69, 0.19, 0.22, 0.19, 0.22, 0.15, 0.50, 0.49, 0.47, -0.96, 0.47, 0.47, -0.93]}



Pick run A: it beats the second-best structure by 75.9 kcal/mol.



Run A
{"formula": "C3H11N4", "method": "the ωB97M-V functional and the def2-TZVPD basis", "gap_ev": 7.49, "spin_multiplicity": 1, "total_charge": 1, "species": ["C", "C", "C", "N", "N", "N", "N", "H", "H", "H", "H", "H", "H", "H", "H", "H", "H", "H"], "positions_angstrom": [[1.55, 0.85, -0.33], [1.20, -0.71, -0.30], [-0.07, -1.34, -0.75], [-1.77, -0.69, 0.85], [-1.01, -1.21, 0.10], [-0.03, -2.11, -1.84], [-1.43, 2.38, 1.62], [1.03, 1.36, 0.40], [2.61, 0.82, -0.18], [1.25, 1.25, -1.28], [2.05, -1.13, -0.88], [1.48, -1.04, 0.73], [-2.07, -1.35, 1.61], [-0.95, -2.59, -2.14], [0.74, -2.06, -2.54], [-1.90, 2.34, 2.46], [-0.65, 2.98, 1.57], [-2.03, 2.26, 0.90]], "nbo_charge": [-0.57, -0.47, 0.45, -0.09, -0.03, -0.74, -1.10, 0.23, 0.24, 0.22, 0.24, 0.26, 0.36, 0.44, 0.46, 0.37, 0.38, 0.36]}



Run B
{"formula": "C3H11N4", "method": "the ωB97M-V functional and the def2-TZVPD basis", "gap_ev": 9.99, "smiles": "[H]/N=C(/C)N(C)[NH2+]N", "spin_multiplicity": 1, "total_charge": 1, "species": ["C", "C", "C", "N", "N", "N", "N", "H", "H", "H", "H", "H", "H", "H", "H", "H", "H", "H"], "positions_angstrom": [[-0.59, 0.81, -0.78], [-2.06, 1.16, -0.66], [-0.34, -0.63, 1.40], [-0.07, 1.37, -1.75], [2.17, -1.28, -0.67], [0.11, -0.02, 0.10], [1.56, -0.13, -0.09], [-2.26, 1.78, 0.18], [-2.58, 0.30, -0.33], [-2.45, 1.67, -1.56], [-1.43, -0.44, 1.26], [-0.04, -1.75, 1.54], [0.13, 0.06, 2.16], [0.85, 1.19, -2.11], [1.59, -1.98, -1.13], [2.63, -1.84, 0.04], [2.17, 0.06, 0.85], [1.83, 0.50, -0.93]], "nbo_charge": [0.44, -0.65, -0.43, -0.66, -0.65, -0.29, -0.25, 0.24, 0.22, 0.28, 0.26, 0.24, 0.21, 0.33, 0.41, 0.38, 0.45, 0.47]}



Run C
{"formula": "C3H11N4", "method": "the ωB97M-V functional and the def2-TZVPD basis", "gap_ev": [7.82, 7.82], "spin_multiplicity": 1, "total_charge": 1, "species": ["C", "C", "C", "N", "N", "N", "N", "H", "H", "H", "H", "H", "H", "H", "H", "H", "H", "H"], "positions_angstrom": [[0.92, -0.65, -1.41], [-0.91, 1.20, 0.52], [0.55, 0.61, 2.25], [0.51, -1.64, -2.16], [1.67, 0.32, -1.93], [-0.28, -1.04, 0.76], [-0.30, 0.14, 1.24], [-0.90, 2.07, 1.24], [-0.26, 1.44, -0.49], [-1.84, 0.86, 0.10], [0.22, 0.47, 3.25], [1.51, -0.10, 2.24], [0.82, 1.69, 2.24], [0.82, -1.69, -3.17], [1.96, 0.17, -2.84], [2.04, 1.25, -1.59], [0.31, -1.74, 1.25], [-0.25, -2.19, -1.75]], "nbo_charge": [0.30, -0.44, -0.48, -0.79, -0.81, -0.22, -0.04, 0.24, 0.24, 0.26, 0.26, 0.23, 0.25, 0.39, 0.36, 0.43, 0.38, 0.43]}



Pick run A: it beats the second-best structure by 20.7 kcal/mol.



Run A
{"formula": "C3H11N4", "method": "the ωB97M-V functional and the def2-TZVPD basis", "gap_ev": 10.61, "spin_multiplicity": 1, "total_charge": 1, "species": ["C", "N", "C", "N", "H", "H", "H", "H", "H", "H", "H", "N", "C", "N", "H", "H", "H", "H"], "positions_angstrom": [[-0.43, -3.64, 0.76], [1.07, -0.35, 0.13], [0.26, -1.33, 0.41], [0.52, -2.61, 0.32], [-1.30, -3.71, 0.11], [-0.77, -3.46, 1.78], [0.10, -4.59, 0.74], [1.97, -0.55, -0.26], [0.77, 0.66, 0.36], [-0.73, -1.06, 0.79], [1.42, -2.92, 0.00], [-1.01, 3.49, -1.21], [-0.29, 2.43, -0.82], [-0.01, 2.10, 0.39], [-1.34, 4.13, -0.51], [-1.28, 3.68, -2.16], [0.13, 1.86, -1.65], [-0.61, 2.56, 1.07]], "nbo_charge": [-0.42, -0.73, 0.39, -0.53, 0.22, 0.22, 0.24, 0.40, 0.46, 0.21, 0.42, -0.78, 0.33, -0.80, 0.40, 0.42, 0.17, 0.37]}



Run B
{"formula": "C3H11N4", "method": "the ωB97M-V functional and the def2-TZVPD basis", "gap_ev": 11.31, "spin_multiplicity": 1, "total_charge": 1, "species": ["C", "C", "C", "N", "N", "N", "N", "H", "H", "H", "H", "H", "H", "H", "H", "H", "H", "H"], "positions_angstrom": [[-1.19, 0.90, 1.49], [0.06, -1.62, -1.24], [1.51, 0.17, -1.82], [0.07, 0.77, 1.41], [-1.96, 0.81, 2.57], [1.28, 0.74, -0.72], [0.82, -0.87, -2.34], [-1.77, 1.07, 0.54], [0.75, -1.77, -0.40], [-0.82, -1.06, -0.77], [-0.41, -2.58, -1.48], [2.06, 0.63, -2.61], [0.71, 0.70, 0.49], [-2.90, 0.94, 2.43], [-1.57, 0.56, 3.53], [1.75, 1.63, -0.60], [0.46, 0.66, 2.33], [1.14, -1.67, -2.82]], "nbo_charge": [0.38, -0.46, 0.37, -0.71, -0.74, -0.77, -0.57, 0.21, 0.20, 0.19, 0.24, 0.19, 0.43, 0.42, 0.43, 0.39, 0.38, 0.42]}



Pick run A: it beats the second-best structure by 30.7 kcal/mol.



Run A
{"formula": "C4H8NO", "method": "the ωB97M-V functional and the def2-TZVPD basis", "gap_ev": [7.34, 6.97], "spin_multiplicity": 1, "total_charge": 1, "species": ["C", "C", "C", "C", "N", "O", "H", "H", "H", "H", "H", "H", "H", "H"], "positions_angstrom": [[3.22, 0.27, -0.13], [-0.24, -0.28, -0.02], [1.18, -0.78, 0.17], [-2.67, 0.45, 0.05], [-1.69, -0.54, -0.11], [1.96, 0.27, 0.07], [3.84, 1.25, 0.07], [3.94, -0.47, -0.31], [-0.25, 0.86, -0.01], [-2.09, -1.46, -0.20], [1.67, -1.68, 0.38], [-3.09, 0.77, -0.99], [-3.60, 0.13, 0.47], [-2.18, 1.21, 0.57]], "nbo_charge": [0.19, 0.12, -0.02, -0.42, -0.51, -0.30, 0.21, 0.20, 0.21, 0.42, 0.22, 0.21, 0.24, 0.21]}



Run B
{"formula": "C4H8NO", "method": "the ωB97M-V functional and the def2-TZVPD basis", "gap_ev": 10.22, "spin_multiplicity": 1, "total_charge": 1, "species": ["C", "C", "C", "C", "N", "O", "H", "H", "H", "H", "H", "H", "H", "H"], "positions_angstrom": [[-2.00, 0.64, -0.09], [1.13, 0.68, 0.75], [1.28, 0.62, -0.76], [0.02, 0.01, -0.06], [-0.27, -1.35, -0.09], [-2.57, -0.40, 0.01], [-2.26, 1.71, -0.03], [1.86, 0.29, 1.45], [0.83, 1.57, 1.29], [1.22, 1.51, -1.27], [2.00, -0.05, -1.13], [0.35, -1.89, -0.70], [-1.47, -1.54, -0.21], [-0.13, -1.81, 0.83]], "nbo_charge": [0.51, -0.45, -0.39, 0.01, -0.75, -0.49, 0.23, 0.25, 0.25, 0.24, 0.23, 0.45, 0.48, 0.43]}



Pick run B: it beats the second-best structure by 28.0 kcal/mol.



Run A
{"formula": "C4H8NO", "method": "the ωB97M-V functional and the def2-TZVPD basis", "gap_ev": 10.50, "spin_multiplicity": 1, "total_charge": 1, "species": ["C", "C", "C", "C", "N", "O", "H", "H", "H", "H", "H", "H", "H", "H"], "positions_angstrom": [[-0.12, 1.30, 2.06], [-0.64, 1.12, 0.89], [1.52, -0.36, -0.87], [0.11, -0.44, -0.40], [-1.11, -1.06, -1.15], [1.07, -1.14, 0.22], [-0.46, 2.08, 2.72], [0.59, 0.60, 2.48], [-1.11, 1.96, 0.47], [1.99, -0.86, -1.76], [2.22, 0.39, -0.66], [-1.69, -1.63, -0.55], [-0.74, -1.67, -1.92], [-1.62, -0.28, -1.53]], "nbo_charge": [-0.39, -0.17, -0.13, 0.36, -0.71, -0.43, 0.25, 0.23, 0.20, 0.21, 0.22, 0.46, 0.45, 0.46]}



Run B
{"formula": "C4H8NO", "method": "the ωB97M-V functional and the def2-TZVPD basis", "gap_ev": 9.16, "smiles": "C[C@@H]1C(=O)[C@H]1[NH3+]", "spin_multiplicity": 1, "total_charge": 1, "species": ["C", "C", "C", "C", "N", "O", "H", "H", "H", "H", "H", "H", "H", "H"], "positions_angstrom": [[-1.29, -0.29, 0.09], [0.20, -0.67, 0.51], [-0.28, 0.59, -0.38], [0.96, -1.81, -0.21], [-0.22, 1.97, 0.09], [-2.39, -0.60, 0.18], [0.12, -0.56, 1.53], [0.01, 0.38, -1.34], [0.55, -1.76, -1.28], [0.94, -2.75, 0.28], [1.99, -1.35, -0.30], [-1.13, 2.17, 0.49], [0.22, 2.58, -0.59], [0.33, 2.09, 0.94]], "nbo_charge": [0.59, -0.30, -0.23, -0.60, -0.66, -0.38, 0.24, 0.27, 0.22, 0.26, 0.23, 0.46, 0.47, 0.45]}



Pick run B: it beats the second-best structure by 42.5 kcal/mol.



Run A
{"formula": "C5H10N2", "method": "the ωB97M-V functional and the def2-TZVPD basis", "gap_ev": 8.48, "smiles": "C=NC(N)=C(C)C", "spin_multiplicity": 1, "species": ["C", "C", "C", "C", "N", "C", "N", "H", "H", "H", "H", "H", "H", "H", "H", "H", "H"], "positions_angstrom": [[1.74, 0.19, -0.47], [0.01, 1.54, 0.76], [-0.40, -0.88, 0.25], [0.29, 0.29, -0.05], [0.14, -2.14, 0.22], [-2.28, 0.00, -0.61], [-1.78, -0.85, 0.20], [-0.46, -2.89, -0.10], [1.14, -2.25, 0.13], [0.11, 2.43, 0.14], [-1.00, 1.54, 1.15], [1.89, -0.58, -1.22], [2.08, 1.16, -0.85], [2.40, -0.05, 0.37], [0.74, 1.64, 1.58], [-3.34, 0.21, -0.47], [-1.28, 0.65, -1.02]], "nbo_charge": [-0.64, -0.62, 0.34, -0.17, -0.80, -0.07, -0.46, 0.40, 0.39, 0.20, 0.22, 0.21, 0.22, 0.20, 0.20, 0.19, 0.19]}



Run B
{"formula": "C5H10N2", "method": "the ωB97M-V functional and the def2-TZVPD basis", "gap_ev": 9.96, "smiles": "C/N=C/N1C[C@@H]1C", "spin_multiplicity": 1, "species": ["C", "C", "C", "C", "C", "H", "H", "H", "H", "H", "H", "H", "H", "H", "H", "N", "N"], "positions_angstrom": [[0.78, -2.70, -0.03], [-0.15, -0.74, -0.53], [0.71, 1.53, -0.37], [-0.70, 1.66, 0.16], [-1.18, 1.29, 1.51], [1.22, -3.35, -0.80], [1.22, -3.09, 0.91], [-0.26, -3.08, -0.11], [-1.17, -1.18, -0.60], [1.07, 2.31, -1.03], [1.40, 1.20, 0.47], [-1.27, 2.35, -0.54], [-2.18, 0.84, 1.53], [-0.43, 0.47, 1.75], [-1.17, 2.18, 2.16], [0.94, -1.32, -0.32], [-0.24, 0.61, -0.85]], "nbo_charge": [-0.44, 0.27, -0.24, -0.06, -0.64, 0.20, 0.20, 0.16, 0.15, 0.21, 0.20, 0.20, 0.22, 0.22, 0.23, -0.46, -0.43]}



Pick run B: it beats the second-best structure by 1.6 kcal/mol.